#P
82
Properties=species:S:1:pos:R:3 method="wB97M-V/def2-TZVPD" e_lumo_ha=-0.0044 multiplicity=1 gap_ev=9.364 e_homo_ha=-0.3485 smiles="COC[C@H](C)N.COC[C@H](C)N.NC(N)=O.NC(N)=O.NC(N)=O.NC(N)=O.NC(N)=O.NC(N)=O"
C -1.618 -3.596 -0.226
O -1.065 -2.496 0.389
C -0.951 -1.281 -0.309
C -0.011 -0.243 0.367
C -0.077 -0.026 1.905
N -0.357 1.014 -0.228
H -0.951 -4.385 -0.572
H -2.216 -3.342 -1.101
H -2.142 -4.221 0.497
H -0.710 -1.488 -1.351
H -1.968 -0.897 -0.390
H 1.015 -0.475 0.081
H -1.032 0.342 2.282
H 0.586 0.740 2.307
H 0.092 -0.966 2.429
H 0.299 1.616 0.248
H 0.013 0.876 -1.158
C 3.162 -8.641 -3.512
O 4.128 -7.614 -3.583
C 3.872 -6.441 -4.425
C 5.201 -5.595 -4.508
C 5.391 -4.795 -3.220
N 5.131 -4.690 -5.593
H 2.173 -8.185 -3.566
H 3.192 -9.223 -2.591
H 3.335 -9.257 -4.395
H 3.517 -6.953 -5.319
H 2.987 -5.947 -4.021
H 5.999 -6.327 -4.632
H 4.566 -4.097 -3.077
H 6.358 -4.292 -3.186
H 5.139 -5.308 -2.291
H 5.122 -3.731 -5.276
H 6.116 -4.800 -5.785
N -5.505 -0.121 -4.775
C -5.070 0.969 -5.242
N -5.591 1.995 -4.721
O -4.343 1.013 -6.246
H -5.098 -0.973 -5.134
H -5.908 -0.098 -3.849
H -6.150 1.782 -3.908
H -5.400 2.873 -5.181
N 1.343 0.236 -7.028
C 2.104 0.997 -7.728
N 1.489 1.694 -8.629
O 3.308 0.982 -7.517
H 0.356 0.174 -7.232
H 1.645 -0.401 -6.305
H 0.484 1.742 -8.722
H 2.094 2.217 -9.244
N -4.498 3.764 0.818
C -4.715 4.947 1.375
N -3.577 5.585 1.478
O -5.773 5.296 1.845
H -3.574 3.583 0.453
H -5.288 3.135 0.790
H -3.502 6.470 1.959
H -2.733 5.146 1.140
N 1.516 3.040 8.567
C 2.620 2.458 8.884
N 3.591 2.851 8.085
O 2.742 1.810 9.973
H 0.688 2.749 9.065
H 1.527 3.610 7.733
H 4.551 2.615 8.295
H 3.497 3.818 7.809
N -4.115 -1.029 6.495
C -5.100 -1.115 5.719
N -4.892 -1.900 4.743
O -6.176 -0.589 6.046
H -4.320 -0.432 7.284
H -3.196 -1.283 6.162
H -4.086 -2.490 4.593
H -5.608 -1.987 4.037
N 3.057 7.593 5.546
C 2.087 7.168 4.767
N 1.011 7.313 5.399
O 2.158 6.714 3.658
H 3.938 7.704 5.064
H 2.875 8.077 6.413
H 1.033 7.797 6.285
H 0.210 7.221 4.791

***

#Q
82
Properties=species:S:1:pos:R:3 method="wB97M-V/def2-TZVPD" e_lumo_ha=0.0189 multiplicity=1 gap_ev=9.635 e_homo_ha=-0.3351 smiles="COC[C@H](C)N.COC[C@H](C)N.NC(N)=O.NC(N)=O.NC(N)=O.NC(N)=O.NC(N)=O.NC(N)=O"
C -4.637 -0.905 3.162
O -3.199 -0.903 3.238
C -2.568 -1.992 2.645
C -1.122 -1.987 3.163
C -0.401 -3.181 2.499
N -1.156 -2.077 4.637
H -5.131 -1.599 3.866
H -4.977 -1.160 2.147
H -5.052 0.005 3.572
H -3.053 -2.957 2.869
H -2.612 -1.934 1.567
H -0.697 -1.025 2.902
H -0.444 -3.125 1.404
H -0.898 -4.092 2.882
H 0.644 -3.315 2.845
H -1.711 -1.335 5.076
H -1.720 -2.900 4.822
C -1.422 5.118 0.945
O -2.090 3.838 0.897
C -3.534 3.886 0.962
C -4.122 2.468 1.209
C -3.788 1.498 0.052
N -5.557 2.476 1.389
H -2.201 5.826 1.151
H -0.990 5.401 0.006
H -0.672 5.003 1.716
H -3.752 4.597 1.749
H -3.959 4.288 0.043
H -3.617 2.126 2.132
H -4.265 1.778 -0.867
H -3.939 0.445 0.212
H -2.707 1.598 0.021
H -6.026 2.953 0.653
H -5.770 3.002 2.253
N 3.119 -1.275 3.033
C 4.392 -0.865 3.219
N 4.905 -1.680 4.078
O 4.861 0.133 2.692
H 2.455 -0.706 2.575
H 2.758 -1.945 3.706
H 4.386 -2.433 4.498
H 5.866 -1.703 4.374
N 4.590 -0.309 -0.148
C 4.367 -0.339 -1.436
N 3.829 -1.481 -1.756
O 4.647 0.575 -2.197
H 4.480 0.556 0.348
H 4.296 -1.065 0.437
H 3.311 -1.911 -1.015
H 3.591 -1.819 -2.655
N -0.017 -0.751 -5.177
C 1.215 -1.210 -5.150
N 1.644 -1.452 -6.407
O 1.956 -1.275 -4.179
H -0.394 -0.507 -4.266
H -0.744 -1.078 -5.837
H 0.856 -1.519 -7.000
H 2.357 -2.158 -6.494
N -1.099 -2.081 -1.135
C -0.973 -2.962 -2.171
N 0.099 -3.699 -1.714
O -1.642 -3.118 -3.129
H -1.745 -1.359 -1.437
H -0.326 -1.727 -0.580
H 0.526 -3.483 -0.814
H 0.521 -4.444 -2.255
N 3.495 2.922 -2.112
C 2.661 2.589 -3.074
N 3.197 1.875 -4.026
O 1.499 2.955 -3.078
H 4.327 2.355 -1.983
H 3.097 3.428 -1.325
H 3.911 1.215 -3.740
H 2.538 1.591 -4.730
N 0.324 1.774 0.105
C 0.618 0.599 -0.416
N 0.739 0.626 -1.732
O 0.784 -0.428 0.251
H -0.172 1.873 0.979
H 0.016 2.470 -0.573
H 0.724 1.508 -2.194
H 1.301 -0.077 -2.179

***

Of them, the most stable is #Q and the least stable is #P.

***

#P
11
Properties=species:S:1:pos:R:3 method="wB97M-V/def2-TZVPD" e_lumo_ha=0.0067 multiplicity=1 gap_ev=9.085 e_homo_ha=-0.3272 smiles="N#C[C@@H]1CN1C=S"
N 0.086 3.247 1.636
C 0.149 2.116 1.454
C 0.301 0.723 1.066
C 0.426 0.417 -0.440
N -0.727 0.045 0.328
C -1.817 -0.716 0.438
S -2.529 -1.060 1.867
H 1.053 0.312 1.797
H 0.424 1.291 -1.083
H 1.124 -0.460 -0.647
H -2.149 -0.992 -0.599

***

#Q
11
Properties=species:S:1:pos:R:3 method="wB97M-V/def2-TZVPD" e_lumo_ha=0.0004 multiplicity=1 gap_ev=9.153 e_homo_ha=-0.3360 smiles="N#CC1=NSCC1"
N 3.282 -0.894 -0.014
C 2.142 -0.766 0.007
C 0.705 -0.657 -0.081
N -0.054 -1.671 0.068
S -1.684 -1.386 -0.112
C -1.405 0.432 0.164
C 0.038 0.732 -0.232
H -1.562 0.658 1.249
H -2.146 1.027 -0.370
H 0.151 1.106 -1.227
H 0.532 1.418 0.547

***

#R
11
Properties=species:S:1:pos:R:3 method="wB97M-V/def2-TZVPD" e_lumo_ha=-0.0163 multiplicity=1 gap_ev=8.155 e_homo_ha=-0.3160
N -0.487 -1.985 -1.727
C -0.516 -1.252 -0.839
C -0.454 -0.216 0.160
C -1.455 -0.021 1.169
S -2.731 -0.985 1.492
C 0.569 0.684 0.043
N 1.594 0.573 -0.803
H -1.299 0.848 1.794
H 0.572 1.561 0.719
H 2.479 1.033 -0.613
H 1.728 -0.241 -1.395

***

#S
11
Properties=species:S:1:pos:R:3 method="wB97M-V/def2-TZVPD" e_lumo_ha=-0.0259 multiplicity=1 gap_ev=8.859 e_homo_ha=-0.3514 smiles="SC=C1C=NN=C1"
S -2.690 -0.277 -0.156
C -1.181 0.679 -0.105
C -0.047 0.124 0.083
C 1.147 0.991 0.086
N 2.200 0.379 -0.271
N 1.926 -1.183 -0.269
C 0.607 -1.204 0.096
H -1.861 -1.353 0.253
H -1.355 1.824 -0.404
H 1.063 2.167 0.325
H 0.191 -2.147 0.361

***

Of them, the most stable is #R and the least stable is #S.

***

#P
11
Properties=species:S:1:pos:R:3 method="wB97M-V/def2-TZVPD" e_lumo_ha=-0.0359 multiplicity=1 gap_ev=8.134 e_homo_ha=-0.3348 smiles="N#CC(=S)N1CC1"
N 1.329 2.552 -1.730
C 0.699 1.613 -1.285
C -0.032 0.409 -1.110
S 0.313 -0.612 -2.312
N -0.714 0.062 -0.064
C -0.006 -0.002 1.197
C -0.489 -1.232 0.721
H -0.492 0.652 1.944
H 1.044 0.282 1.450
H -0.085 -2.073 0.031
H -1.566 -1.652 1.158

***

#Q
11
Properties=species:S:1:pos:R:3 method="wB97M-V/def2-TZVPD" e_lumo_ha=-0.0268 multiplicity=1 gap_ev=8.140 e_homo_ha=-0.3259 smiles="C=C(C#N)C(N)=S"
C -0.150 1.325 -0.486
C -1.266 0.703 -0.087
C -2.452 1.456 0.132
N -3.383 2.093 0.324
C -1.391 -0.750 0.090
N -0.298 -1.436 0.463
S -2.816 -1.505 -0.230
H 0.760 0.789 -0.697
H -0.138 2.388 -0.653
H 0.552 -0.975 0.743
H -0.379 -2.432 0.586

***

Of them, the most stable is #Q and the least stable is #P.

***

#P
42
Properties=species:S:1:pos:R:3 method="wB97M-V/def2-TZVPD" e_lumo_ha=0.0189 multiplicity=1 gap_ev=10.380 e_homo_ha=-0.3626 smiles=CO.CO.CO.CO.CO.CO.CO
C -0.767 0.551 -0.201
O 0.015 -0.572 0.166
H -0.255 1.274 -0.834
H -1.710 0.214 -0.656
H -1.208 1.051 0.666
H 0.432 -0.865 -0.654
C -0.136 -2.008 -3.110
O 0.799 -0.981 -2.760
H -1.043 -1.633 -3.589
H 0.374 -2.673 -3.816
H -0.445 -2.616 -2.263
H 0.920 -0.490 -3.579
C 3.162 1.406 1.719
O 2.750 0.057 1.460
H 3.524 1.811 0.767
H 2.327 1.978 2.124
H 4.006 1.386 2.403
H 1.931 0.067 0.953
C 2.080 -3.101 1.078
O 2.518 -4.304 1.682
H 2.891 -2.376 1.024
H 1.685 -3.230 0.066
H 1.289 -2.640 1.675
H 2.170 -5.061 1.210
C -3.295 3.559 0.866
O -4.534 4.137 1.224
H -2.634 3.414 1.734
H -3.383 2.607 0.359
H -2.725 4.328 0.330
H -4.447 4.878 1.821
C 4.574 0.052 -1.787
O 3.258 0.470 -2.049
H 4.629 -0.377 -0.782
H 4.997 -0.644 -2.518
H 5.225 0.928 -1.801
H 2.568 -0.125 -1.751
C -5.603 -0.120 1.435
O -4.245 -0.193 1.037
H -5.965 0.911 1.344
H -6.207 -0.731 0.768
H -5.818 -0.428 2.460
H -3.704 0.086 1.782

***

#Q
42
Properties=species:S:1:pos:R:3 method="wB97M-V/def2-TZVPD" e_lumo_ha=0.0135 multiplicity=1 gap_ev=10.002 e_homo_ha=-0.3541 smiles=CO.CO.CO.CO.CO.CO.CO
C -2.105 2.010 3.810
O -2.358 0.723 4.239
H -1.011 2.196 3.848
H -2.518 2.182 2.808
H -2.509 2.712 4.523
H -2.335 0.119 3.503
C 2.577 1.371 -1.514
O 1.957 0.383 -0.662
H 2.360 1.098 -2.550
H 2.150 2.318 -1.267
H 3.656 1.337 -1.287
H 2.361 -0.437 -0.967
C -0.480 -2.343 -3.451
O 0.357 -3.469 -2.974
H -0.622 -1.563 -2.659
H 0.066 -1.916 -4.269
H -1.414 -2.613 -3.889
H 0.154 -3.647 -2.061
C 0.622 -0.031 2.956
O 0.159 0.457 1.679
H 0.854 -1.142 2.835
H 1.519 0.513 3.253
H -0.166 0.096 3.639
H 0.849 0.460 0.980
C -3.026 0.592 0.543
O -2.412 -0.197 1.591
H -4.100 0.464 0.537
H -2.895 1.680 0.590
H -2.653 0.254 -0.434
H -1.444 0.070 1.582
C -0.913 2.483 -1.426
O -0.617 2.837 -0.168
H -0.338 1.651 -1.810
H -1.971 2.313 -1.658
H -0.681 3.250 -2.174
H -0.583 2.121 0.440
C 3.109 -3.319 -1.103
O 2.887 -2.002 -1.747
H 4.126 -3.426 -0.823
H 2.454 -3.401 -0.222
H 2.804 -4.050 -1.896
H 2.130 -2.135 -2.344

***

Of them, the most stable is #Q and the least stable is #P.

***

#P
14
Properties=species:S:1:pos:R:3 method="wB97M-V/def2-TZVPD" e_lumo_ha=0.0088 multiplicity=1 gap_ev=8.858 e_homo_ha=-0.3167
C -1.797 0.762 0.781
C -0.011 -1.922 -0.344
C 2.238 0.918 0.086
N -1.723 0.500 -0.677
Si -0.320 -0.157 0.187
H -1.682 1.764 1.041
H -2.843 0.458 1.170
H -0.963 -2.320 -0.704
H 0.859 -1.879 -0.920
H 0.215 -2.502 0.520
H 2.388 1.571 0.931
H 2.879 0.008 0.049
H 2.282 1.483 -0.893
H -1.522 1.317 -1.225

***

#Q
14
Properties=species:S:1:pos:R:3 method="wB97M-V/def2-TZVPD" e_lumo_ha=0.0233 multiplicity=1 gap_ev=10.315 e_homo_ha=-0.3558 smiles="CC/C=N/[SiH3]"
C -1.820 -0.504 -0.825
C -1.372 0.291 0.461
C 0.067 0.613 0.181
N 0.984 -0.303 0.455
Si 2.552 -0.304 -0.052
H -1.852 0.429 -1.533
H -2.738 -1.058 -0.620
H -1.050 -1.192 -1.264
H -1.278 -0.519 1.272
H -2.135 1.102 0.740
H 0.159 1.585 -0.405
H 2.832 -1.094 -1.220
H 3.241 -0.792 1.048
H 3.005 0.867 -0.650

***

Of them, the most stable is #Q and the least stable is #P.